Record 1
Density functional theory data (ωB97M-V/def2-TZVPD) for C22H36I2O16 as an isolated structure at a distorted geometry.

Properties
* energy: -72352.3304 eV
* molar mass: 810.3 g mol⁻¹
* total charge: 0
* HOMO-LUMO gap: 0.2788 Ha

Positions of all 76 atoms, in Å:
I -1.790 -3.277 4.434
I -2.363 0.319 4.783
O -0.401 -6.243 -1.555
O -2.524 -2.469 -0.621
O -4.011 7.125 -2.849
O -1.984 -6.350 0.107
O 0.164 7.101 0.965
O 2.110 6.221 0.453
O 5.288 -4.167 -2.409
O -2.045 8.050 -2.525
O -0.914 -8.208 -0.719
O 2.151 -1.441 -0.232
O 2.080 0.607 4.656
O 0.592 4.936 1.604
O -0.109 -1.761 -0.793
O 4.032 -5.294 -3.968
O -2.127 5.890 -3.305
O 3.051 -4.609 -2.126
C 0.325 -1.502 1.795
C -1.181 -6.879 -0.646
C -4.803 6.008 -3.248
C -1.124 6.993 1.568
C 4.231 -4.641 -2.795
C 5.197 -5.405 -4.783
C -0.621 7.976 -2.559
C -2.672 6.917 -2.931
C -2.351 -2.104 2.626
C 1.042 -1.178 3.234
C -1.668 -9.009 0.188
C -3.172 -0.748 3.041
C -0.577 -4.828 -1.591
C 3.111 -3.947 -0.863
C 0.922 5.980 1.063
C 2.033 0.131 3.233
C -1.101 -1.873 1.590
C 3.016 5.119 0.478
C -3.421 0.305 1.782
C 1.502 1.403 2.344
C 0.905 -1.536 0.255
C -1.360 -2.094 -0.038
H 3.273 4.854 1.508
H 1.730 -2.117 3.486
H 3.396 -2.898 -0.990
H -1.374 -10.052 0.043
H -4.608 5.146 -2.603
H -0.268 7.805 -3.581
H -1.448 -8.730 1.224
H 2.113 -3.981 -0.417
H 1.133 0.950 4.830
H 3.806 -4.460 -0.191
H -5.856 6.286 -3.142
H 2.593 4.259 -0.051
H 3.133 -0.214 2.980
H 4.922 -5.944 -5.694
H -3.130 -2.805 2.055
H 0.095 -4.422 -2.352
H -2.446 0.901 1.479
H -3.880 -0.318 0.897
H -0.314 -4.382 -0.626
H -4.617 5.758 -4.298
H -1.643 7.946 1.431
H -1.033 6.803 2.642
H -1.713 6.208 1.083
H -1.605 -4.573 -1.868
H -4.265 -1.107 3.360
H 5.566 -4.414 -5.066
H 1.103 1.131 1.277
H 3.931 5.423 -0.037
H 2.453 2.101 2.166
H -4.276 1.071 2.110
H 0.308 -1.055 4.139
H -0.225 8.936 -2.215
H 0.734 2.084 2.952
H -2.740 -8.922 -0.018
H 5.976 -5.976 -4.267
H -0.258 7.193 -1.887

Record 2
Density functional theory data (ωB97M-V/def2-TZVPD) for one molecule with the formula C22H36N4O3.

Properties
* energy: -35503.0572 eV
* molar mass: 404.6 g mol⁻¹
* SMILES: COCCCCC(=O)N[C@H]1CC[C@@H](N(C)C(=O)c2cnc3n2CC[C@@H](C)C3)CC1
* total charge: 0
* HOMO-LUMO gap: 0.3340 Ha

Positions of all 65 atoms, in Å:
O 0.148 1.199 -5.471
O -2.921 4.701 -2.450
O 2.280 -1.480 1.148
N -0.521 1.554 -3.348
N -0.533 -4.133 3.414
N 1.391 -3.038 3.335
N 0.257 -0.493 0.934
C -0.755 1.390 -4.675
C 0.767 -0.508 -1.487
C 0.805 2.419 -1.496
C 1.092 -1.438 1.455
C -1.138 -0.356 1.308
C -3.538 5.638 -1.598
C -2.471 3.923 -4.650
C 0.833 1.645 -2.814
C -3.046 2.528 -4.426
C -3.164 4.979 -3.817
C 1.247 -4.885 5.002
C 2.770 -4.777 5.083
C 2.779 -2.704 3.655
C 0.557 -2.437 2.407
C 3.299 -5.433 6.350
C -0.622 -3.135 2.493
C 1.451 0.259 -2.614
C -2.217 1.430 -5.095
C 0.804 0.293 -0.184
C 0.683 -4.037 3.910
C 3.158 -3.303 4.999
C 0.114 1.639 -0.375
H -1.290 1.817 -2.756
H -4.248 4.978 -4.008
H 0.312 3.383 -1.644
H 1.427 2.192 -3.549
H -3.302 5.359 -0.574
H 0.927 -5.916 4.843
H -1.413 0.695 1.329
H 0.811 -4.567 5.956
H 1.398 -0.292 -3.553
H -1.811 -0.873 0.617
H -1.408 3.936 -4.394
H -1.289 -0.756 2.305
H 2.511 0.386 -2.375
H 1.850 0.484 0.062
H -0.275 -0.716 -1.756
H 1.837 2.627 -1.201
H -4.066 2.490 -4.816
H -2.213 1.550 -6.178
H 2.884 -1.621 3.653
H 2.663 -2.757 5.809
H -0.944 1.496 -0.618
H -2.546 4.194 -5.707
H 4.389 -5.406 6.382
H -1.518 -2.998 1.910
H -4.626 5.637 -1.729
H -3.166 6.652 -1.787
H 2.985 -6.476 6.414
H 3.420 -3.085 2.860
H 2.923 -4.915 7.235
H -3.139 2.350 -3.352
H 4.234 -3.180 5.140
H 3.199 -5.289 4.213
H 0.148 2.221 0.550
H -2.649 0.449 -4.881
H -2.785 5.979 -4.065
H 1.264 -1.465 -1.328

Record 3
Density functional theory data (ωB97M-V/def2-TZVPD) for C22H36N6O3PbSi as an isolated structure at a distorted geometry.

Properties
* energy: -51607.2375 eV
* molar mass: 667.9 g mol⁻¹
* total charge: 0
* HOMO-LUMO gap: 0.3160 Ha

Positions of all 69 atoms, in Å:
Pb -0.007 0.730 2.050
Si -0.107 -0.140 -1.577
O 2.222 2.156 3.062
O 3.455 3.935 2.313
O -0.410 -0.535 -0.014
N 3.311 0.641 1.038
N -1.049 0.169 4.784
N 0.237 -2.033 2.545
N -0.431 3.129 3.986
N 3.487 2.020 1.148
N -2.272 -0.551 2.099
C 3.071 2.779 2.189
C -1.143 -1.236 -2.818
C -0.580 4.484 -1.168
C -2.609 -1.389 -2.391
C 3.160 -2.501 -2.062
C -1.600 3.757 -1.645
C -0.268 1.768 -1.653
C -1.033 -0.523 -4.190
C -0.543 -2.680 -2.908
C 1.681 -0.583 -2.060
C -3.083 -0.142 3.234
C 0.608 3.844 -0.850
C 2.130 -1.763 -1.499
C 3.219 -0.936 -3.913
C 2.261 -0.186 -3.263
C -0.902 2.915 2.954
C 0.764 2.481 -1.062
C -1.464 2.386 -1.840
C -1.041 -2.724 2.701
C -2.116 -2.002 1.842
C 3.664 -2.137 -3.325
C -2.414 -0.361 4.589
H -3.018 -2.153 -2.982
H 4.110 0.168 1.345
H 4.218 2.462 0.645
H -3.092 -2.472 2.049
H 0.891 -2.503 3.223
H -2.462 -1.412 4.834
H -3.095 -0.449 -2.561
H 1.833 0.737 -3.689
H 3.657 -0.589 -4.845
H 3.506 -3.431 -1.543
H -2.642 -0.080 1.326
H 1.683 -1.993 -0.541
H -0.739 5.599 -1.083
H -0.615 -0.138 5.653
H 1.469 4.350 -0.434
H 1.679 1.950 -0.833
H -1.031 -3.718 2.404
H 0.055 -0.708 -4.542
H -1.368 -2.687 3.757
H -2.319 1.791 -2.165
H -1.622 -0.963 -4.959
H -1.094 1.177 4.965
H -3.106 0.040 5.289
H 1.778 2.866 3.542
H -4.038 -0.684 3.306
H -2.741 -1.790 -1.409
H -2.605 4.169 -1.773
H 4.410 -2.763 -3.783
H 0.666 -2.201 1.625
H -1.215 -3.237 -3.541
H -0.443 -3.048 -1.865
H 3.220 0.434 0.039
H -1.369 0.484 -4.288
H 0.424 -2.761 -3.363
H -1.894 -2.145 0.812
H -3.294 0.921 3.091